(1)
The following is a quantum chemistry calculation of a molecular structure, C29H51AgFGeN5OSSe in a non-equilibrium geometry, from the OMol25 dataset.

Each line ends with the Löwdin charge.
Positions of all 91 atoms, in Å:
Ag (7.698, 9.098, 16.910)  0.61
C (10.982, 8.210, 18.545)  -0.08
C (10.768, 9.135, 19.736)  -0.33
C (11.856, 8.793, 20.829)  -0.09
C (9.375, 9.211, 20.433)  -0.10
C (9.432, 9.833, 21.680)  -0.07
C (8.257, 10.174, 22.383)  -0.07
C (7.020, 9.958, 21.759)  -0.05
C (6.917, 9.247, 20.552)  -0.18
C (5.570, 9.159, 19.858)  -0.35
C (4.312, 9.396, 20.755)  -0.08
C (5.553, 10.262, 18.818)  -0.11
C (8.089, 8.729, 19.927)  -0.20
N (8.083, 7.972, 18.734)  -0.10
C (7.763, 6.646, 18.853)  -0.25
C (7.226, 5.936, 20.016)  -0.02
C (7.163, 4.551, 20.057)  -0.13
C (7.470, 3.780, 18.944)  -0.14
C (7.988, 4.388, 17.792)  -0.03
C (8.057, 5.796, 17.742)  -0.24
F (8.675, 6.400, 16.703)  -0.01
H (11.889, 7.642, 18.662)  0.06
H (11.010, 8.809, 17.620)  0.08
H (10.193, 7.519, 18.391)  0.03
H (11.000, 10.202, 19.435)  0.14
H (11.448, 8.000, 21.501)  0.10
H (12.081, 9.738, 21.335)  0.06
H (12.839, 8.544, 20.422)  0.07
H (10.404, 10.155, 21.918)  0.07
H (8.270, 10.573, 23.394)  0.09
H (6.068, 10.416, 22.109)  0.11
H (5.518, 8.134, 19.391)  0.14
H (4.298, 10.399, 21.125)  0.06
H (4.245, 8.729, 21.603)  0.07
H (3.376, 9.220, 20.216)  0.08
H (6.073, 11.197, 19.110)  0.10
H (4.573, 10.598, 18.450)  0.08
H (6.005, 9.892, 17.869)  -0.01
H (7.065, 6.579, 20.877)  0.10
H (7.038, 4.072, 21.016)  0.09
H (7.318, 2.676, 18.917)  0.10
H (8.300, 3.750, 16.967)  0.10
N (9.177, 11.628, 14.185)  0.10
C (8.074, 11.491, 14.878)  -0.90
N (7.601, 12.360, 15.768)  0.12
S (7.330, 9.942, 14.676)  0.55
H (9.955, 12.276, 14.399)  0.14
H (9.493, 10.798, 13.692)  0.08
H (8.071, 13.226, 15.918)  0.11
H (6.796, 12.095, 16.308)  0.09
C (11.141, 6.075, 12.794)  -0.08
N (12.333, 6.828, 12.630)  -0.14
C (13.579, 6.089, 12.363)  -0.06
C (12.273, 8.237, 12.803)  -0.46
O (11.176, 8.780, 12.608)  0.00
N (13.389, 8.968, 13.133)  -0.15
C (13.466, 10.293, 12.653)  -0.08
C (14.577, 8.435, 13.779)  -0.07
H (11.239, 5.086, 12.292)  0.09
H (10.344, 6.555, 12.167)  0.08
H (10.832, 5.948, 13.824)  0.09
H (13.316, 5.168, 11.854)  0.08
H (14.117, 5.807, 13.256)  0.07
H (14.099, 6.676, 11.587)  0.10
H (12.370, 10.547, 12.595)  0.09
H (13.844, 10.427, 11.594)  0.10
H (14.122, 10.910, 13.311)  0.09
H (14.402, 7.583, 14.472)  0.10
H (15.163, 9.194, 14.275)  0.08
H (15.289, 7.970, 13.108)  0.07
C (6.981, 7.138, 8.411)  -0.21
Ge (8.818, 7.857, 7.963)  0.79
C (10.178, 7.175, 9.212)  -0.25
C (9.202, 7.511, 6.090)  -0.22
C (8.812, 9.873, 8.171)  -0.62
Se (10.568, 10.417, 8.729)  0.85
C (11.517, 10.353, 7.055)  -0.42
H (6.633, 7.530, 9.359)  0.01
H (6.992, 6.058, 8.555)  0.01
H (6.370, 7.349, 7.576)  -0.01
H (9.973, 6.118, 9.418)  0.02
H (10.250, 7.841, 10.122)  0.01
H (11.084, 7.315, 8.697)  -0.02
H (8.369, 7.584, 5.360)  0.04
H (9.583, 6.479, 6.043)  0.02
H (10.069, 8.082, 5.822)  -0.02
H (8.125, 10.176, 8.964)  0.01
H (8.514, 10.350, 7.239)  0.01
H (12.548, 10.368, 7.153)  -0.01
H (11.207, 11.231, 6.476)  0.03
H (11.350, 9.488, 6.468)  -0.01

Its HOMO energy is -6.265 eV. Its charge is 0. The frontier orbital gap is 0.2293 Eh. The total energy comes out at -179809.9552 eV.


(2)
The following is a quantum chemistry calculation of a gas-phase ion, C29H51BCl2FN2O3S2 (charge -1) in a non-equilibrium geometry, from the OMol25 dataset.

Each line ends with the Löwdin charge.
Positions of all 91 atoms, in Å:
C (6.170, -2.809, 2.299)  -0.12
C (5.085, -2.131, 1.394)  -0.24
C (5.407, -2.244, -0.141)  -0.20
C (5.254, -0.876, -0.909)  -0.21
C (4.097, -0.939, -1.947)  -0.21
C (3.593, 0.495, -2.330)  -0.21
C (2.563, 0.412, -3.482)  -0.19
C (1.877, 1.795, -3.712)  -0.21
N (0.984, 2.184, -2.583)  -0.20
C (0.974, 3.677, -2.571)  -0.23
C (-0.074, 4.329, -1.639)  -0.18
C (0.198, 4.179, -0.108)  -0.19
C (1.698, 4.353, 0.315)  -0.19
C (2.512, 3.016, 0.236)  -0.21
C (3.012, 2.479, 1.614)  -0.22
C (3.827, 3.491, 2.462)  -0.25
C (3.735, 3.023, 3.974)  -0.12
C (-0.323, 1.635, -2.846)  -1.06
S (-1.368, 2.198, -3.967)  0.72
S (-0.792, 0.174, -1.874)  0.88
C (-0.957, 0.677, -0.123)  -0.46
C (-1.601, -0.498, 0.675)  -0.21
C (-3.166, -0.436, 0.499)  -0.11
C (-3.809, -1.883, 0.536)  -0.32
C (-3.612, -2.426, -0.918)  -0.25
F (-4.760, -2.360, -1.704)  -0.03
C (-2.932, -3.835, -0.931)  -0.20
C (-3.350, -4.713, -2.145)  -0.12
O (-3.104, -2.523, 1.558)  -0.05
B (-3.665, -2.197, 2.893)  -0.54
O (-4.931, -1.484, 2.474)  -0.06
C (-5.279, -1.747, 1.163)  -0.36
O (-5.929, -0.460, 0.817)  0.06
C (-6.765, -0.586, -0.187)  -0.36
N (-7.562, -0.955, -0.889)  0.19
C (-6.243, -2.950, 1.130)  -0.51
Cl (-5.949, -4.404, 0.140)  0.72
C (-7.347, -2.960, 1.860)  -0.67
C (-7.770, -1.839, 2.806)  -0.08
Cl (-8.468, -4.346, 1.780)  0.59
H (7.175, -2.749, 1.838)  0.06
H (6.228, -2.276, 3.265)  0.06
H (5.946, -3.874, 2.495)  0.07
H (4.980, -1.078, 1.707)  0.09
H (4.138, -2.676, 1.578)  0.10
H (6.441, -2.629, -0.242)  0.09
H (4.726, -2.997, -0.576)  0.10
H (5.109, -0.048, -0.185)  0.09
H (6.218, -0.706, -1.426)  0.10
H (4.506, -1.402, -2.869)  0.11
H (3.243, -1.508, -1.534)  0.12
H (3.078, 0.904, -1.442)  0.09
H (4.478, 1.113, -2.579)  0.12
H (3.093, 0.154, -4.427)  0.12
H (1.784, -0.355, -3.320)  0.09
H (2.697, 2.542, -3.742)  0.12
H (1.375, 1.830, -4.700)  0.10
H (0.790, 4.009, -3.622)  0.10
H (1.998, 4.029, -2.336)  0.11
H (-0.043, 5.420, -1.852)  0.12
H (-1.112, 4.011, -1.831)  0.08
H (-0.182, 3.238, 0.329)  0.08
H (-0.358, 4.998, 0.400)  0.11
H (2.147, 5.058, -0.418)  0.10
H (1.721, 4.816, 1.317)  0.09
H (1.842, 2.249, -0.189)  0.07
H (3.401, 3.206, -0.400)  0.11
H (3.693, 1.627, 1.390)  0.10
H (2.149, 2.070, 2.177)  0.11
H (4.905, 3.493, 2.205)  0.10
H (3.436, 4.522, 2.438)  0.09
H (4.585, 3.445, 4.537)  0.06
H (3.753, 1.917, 3.950)  0.07
H (2.777, 3.362, 4.407)  0.07
H (0.000, 0.997, 0.332)  0.06
H (-1.649, 1.539, -0.057)  0.08
H (-1.200, -1.489, 0.395)  0.11
H (-1.421, -0.275, 1.744)  0.12
H (-3.561, 0.219, 1.296)  0.13
H (-3.367, 0.096, -0.459)  0.11
H (-2.872, -1.755, -1.400)  0.10
H (-3.225, -4.392, -0.021)  0.08
H (-1.829, -3.738, -0.872)  0.11
H (-3.144, -5.786, -1.947)  0.07
H (-2.762, -4.400, -3.029)  0.07
H (-4.435, -4.662, -2.351)  0.05
H (-3.002, -1.448, 3.578)  0.06
H (-4.040, -3.122, 3.580)  0.06
H (-7.827, -0.848, 2.334)  0.08
H (-8.703, -2.137, 3.318)  0.06
H (-7.000, -1.801, 3.604)  0.09

Its HOMO energy is -4.966 eV. Its charge is -1. The frontier orbital gap is 0.2300 Eh. The total energy comes out at -90131.5999 eV.


(3)
The following is a quantum chemistry calculation of a molecular structure, C29H51MnNO2SSi2 in a non-equilibrium geometry, from the OMol25 dataset.

Each line ends with the Mulliken spin population.
Positions of all 87 atoms, in Å:
O (-1.434, 0.330, -4.271)  0.00
O (-0.476, -1.784, -4.589)  0.00
C (-2.442, 0.263, -3.193)  -0.03
C (-3.214, 1.553, -3.114)  0.00
H (-1.928, 0.048, -2.242)  0.01
H (-3.089, -0.581, -3.455)  0.00
H (-2.647, 2.336, -2.600)  0.00
H (-4.114, 1.373, -2.523)  0.00
H (-3.516, 1.908, -4.105)  0.00
C (-0.438, 1.440, -4.162)  0.00
C (0.316, 1.503, -5.455)  0.00
H (0.208, 1.225, -3.297)  0.00
H (-1.028, 2.341, -3.976)  0.00
H (0.860, 0.575, -5.667)  0.00
H (1.054, 2.311, -5.398)  0.00
H (-0.359, 1.724, -6.288)  0.00
C (0.578, -2.290, -3.732)  0.01
C (-1.536, -2.749, -4.835)  0.00
C (1.637, -1.245, -3.498)  0.01
H (0.996, -3.159, -4.260)  0.00
H (0.150, -2.648, -2.780)  0.00
H (1.934, -0.747, -4.426)  0.00
H (2.520, -1.747, -3.087)  0.00
H (1.324, -0.500, -2.754)  0.00
C (-2.182, -2.468, -6.164)  0.00
H (-2.262, -2.679, -4.011)  0.00
H (-1.087, -3.749, -4.811)  0.00
H (-2.583, -1.449, -6.222)  0.00
H (-3.006, -3.171, -6.309)  0.00
H (-1.462, -2.617, -6.975)  0.00
H (-0.948, -0.624, -4.457)  0.00
Mn (0.498, 0.100, 1.918)  4.39
C (-0.013, -0.904, 0.448)  -0.13
Si (-1.049, -2.428, 0.882)  -0.03
H (0.897, -1.234, -0.097)  0.05
H (-0.602, -0.297, -0.273)  0.07
C (-2.743, -2.219, 0.099)  0.01
C (-1.291, -2.801, 2.700)  0.08
C (-0.196, -3.900, 0.087)  0.02
C (-1.086, 0.927, 2.741)  0.02
Si (-0.706, 1.148, 4.570)  -0.02
H (-1.985, 0.309, 2.569)  -0.01
H (-1.285, 1.911, 2.273)  0.00
C (-0.671, -0.524, 5.419)  0.03
C (-2.066, 2.220, 5.311)  0.01
C (0.950, 1.980, 4.877)  0.05
H (-0.462, -4.820, 0.622)  0.00
H (0.896, -3.785, 0.124)  -0.01
H (-0.497, -4.011, -0.964)  0.00
H (-3.343, -1.483, 0.651)  0.00
H (-3.283, -3.175, 0.113)  0.00
H (-2.669, -1.883, -0.944)  0.00
H (-2.048, -2.150, 3.158)  0.00
H (-0.379, -2.747, 3.309)  -0.02
H (-1.663, -3.835, 2.770)  0.00
H (-3.049, 1.927, 4.920)  0.00
H (-1.908, 3.280, 5.068)  0.00
H (-2.091, 2.123, 6.405)  0.00
H (1.117, 2.838, 4.212)  0.00
H (1.800, 1.296, 4.760)  -0.02
H (0.967, 2.355, 5.912)  0.00
H (-0.781, -0.376, 6.503)  0.00
H (0.276, -1.054, 5.250)  -0.01
H (-1.492, -1.172, 5.086)  0.00
S (3.952, 2.829, 1.979)  0.07
C (2.599, 3.793, 1.358)  -0.01
C (2.527, 5.175, 1.207)  0.00
C (1.307, 5.739, 0.797)  0.00
C (0.190, 4.926, 0.544)  0.00
C (0.258, 3.538, 0.700)  0.03
C (1.471, 2.989, 1.132)  0.00
N (1.667, 1.671, 1.565)  0.07
C (2.922, 1.449, 2.016)  0.26
C (3.264, 0.113, 2.434)  -0.06
C (4.588, -0.303, 2.673)  0.08
C (4.837, -1.643, 2.940)  -0.01
C (3.775, -2.549, 2.990)  0.08
C (2.443, -2.120, 2.785)  -0.18
C (2.172, -0.795, 2.503)  0.17
H (3.412, 5.768, 1.416)  0.00
H (1.232, 6.820, 0.674)  0.00
H (-0.746, 5.381, 0.218)  0.00
H (-0.593, 2.879, 0.520)  0.02
H (5.393, 0.431, 2.612)  0.01
H (5.859, -1.985, 3.106)  0.00
H (3.970, -3.605, 3.182)  0.00
H (1.627, -2.841, 2.829)  0.01

Its expectation value of S² is 8.824. Its HOMO energy (spin up / spin down) is -3.901 / -6.816 eV. As for the spin multiplicity: 6. Its charge is 0. The frontier orbital gap (spin up / spin down) is 0.1348 / 0.2419 Eh. The total energy comes out at -94392.8540 eV.


(4)
The following is a quantum chemistry calculation of a molecular structure, C29H51NO2SSi2Ti in a non-equilibrium geometry, from the OMol25 dataset.

Each line ends with the Mulliken spin population.
Positions of all 87 atoms, in Å:
O (3.496, 0.681, 0.183)  -0.02
O (5.155, 0.557, -4.581)  0.00
C (3.904, 2.042, 0.459)  0.01
C (4.043, 2.339, 1.934)  0.00
H (3.156, 2.693, -0.010)  0.00
H (4.857, 2.277, -0.032)  0.00
H (3.104, 2.156, 2.466)  0.00
H (4.318, 3.397, 2.033)  0.00
H (4.852, 1.770, 2.405)  0.00
C (4.552, -0.253, -0.082)  0.00
C (5.805, 0.287, -0.726)  0.00
H (4.072, -1.003, -0.715)  0.00
H (4.767, -0.734, 0.872)  0.00
H (5.596, 0.641, -1.743)  0.00
H (6.533, -0.529, -0.792)  0.00
H (6.319, 1.077, -0.162)  0.00
C (4.195, -0.480, -4.472)  0.00
C (4.583, 1.807, -4.923)  0.00
C (4.928, -1.747, -4.062)  0.00
H (3.688, -0.640, -5.442)  0.00
H (3.421, -0.238, -3.719)  0.00
H (5.856, -1.880, -4.635)  0.00
H (4.297, -2.628, -4.212)  0.00
H (5.185, -1.724, -2.996)  0.00
C (5.710, 2.751, -5.304)  0.00
H (4.031, 2.246, -4.072)  0.00
H (3.880, 1.721, -5.771)  0.00
H (6.390, 2.918, -4.467)  0.00
H (5.338, 3.729, -5.609)  0.00
H (6.295, 2.339, -6.132)  0.00
H (0.375, 1.017, -1.685)  -0.01
Ti (0.801, -0.305, 0.359)  1.01
C (0.607, 2.079, -1.553)  0.04
Si (-0.707, 2.745, -2.758)  0.00
H (0.478, 2.367, -0.492)  -0.01
H (1.641, 2.311, -1.796)  0.01
C (-0.443, 4.483, -3.354)  0.00
C (-2.276, 2.363, -1.780)  0.00
C (-0.489, 1.364, -4.024)  0.00
C (1.477, -0.713, 2.071)  -0.02
Si (1.602, -2.561, 1.845)  -0.04
H (0.727, -0.342, 2.800)  0.00
H (2.441, -0.214, 2.269)  0.01
C (3.032, -2.911, 3.006)  -0.01
C (2.091, -3.327, 0.217)  0.04
C (-0.021, -3.324, 2.365)  0.01
H (0.568, 1.116, -4.187)  0.00
H (-0.917, 1.608, -4.999)  0.00
H (-0.949, 0.428, -3.680)  0.00
H (-0.303, 5.148, -2.495)  0.00
H (-1.276, 4.869, -3.956)  0.00
H (0.468, 4.544, -3.959)  0.00
H (-2.197, 2.635, -0.724)  0.00
H (-2.502, 1.289, -1.778)  0.00
H (-3.156, 2.877, -2.182)  0.00
H (2.966, -2.860, -0.257)  -0.01
H (1.293, -3.381, -0.534)  -0.01
H (2.377, -4.367, 0.458)  0.00
H (0.039, -4.411, 2.234)  0.00
H (-0.891, -2.963, 1.805)  0.00
H (-0.196, -3.106, 3.424)  0.00
H (2.961, -3.947, 3.356)  0.00
H (2.997, -2.221, 3.857)  0.00
H (3.983, -2.761, 2.482)  0.00
S (-3.634, -1.217, 0.967)  0.00
C (-3.235, 0.062, 2.122)  -0.01
C (-4.010, 0.524, 3.178)  0.00
C (-3.502, 1.571, 3.961)  0.00
C (-2.273, 2.166, 3.643)  0.01
C (-1.483, 1.694, 2.583)  0.01
C (-1.964, 0.602, 1.872)  0.02
N (-1.238, -0.138, 0.923)  -0.02
C (-2.014, -1.114, 0.376)  0.01
C (-1.527, -1.802, -0.775)  0.01
C (-2.395, -2.570, -1.587)  0.01
C (-1.880, -3.142, -2.743)  0.00
C (-0.575, -2.834, -3.169)  0.00
C (0.247, -1.969, -2.407)  -0.04
C (-0.187, -1.522, -1.159)  -0.01
H (-4.983, 0.070, 3.347)  0.00
H (-4.087, 1.946, 4.800)  0.00
H (-1.922, 3.021, 4.214)  0.00
H (-0.523, 2.120, 2.274)  0.01
H (-3.447, -2.653, -1.310)  0.00
H (-2.503, -3.823, -3.331)  0.00
H (-0.190, -3.267, -4.100)  0.00
H (1.245, -1.674, -2.755)  0.00

Its expectation value of S² is 0.758. Its HOMO energy (spin up / spin down) is -10.997 / -11.144 eV. As for the spin multiplicity: 2. Its charge is +1. The frontier orbital gap (spin up / spin down) is 0.2757 / 0.2841 Eh. The total energy comes out at -86185.4096 eV.